# 1
# C2H4O3

A single C2H4O3 molecule in a non-equilibrium geometry (ωB97M-V/def2-TZVPD, the OMol25 dataset).

```
9
C2H4O3 ωB97M-V/def2-TZVPD
C -0.69 -0.01 0.22
C 0.68 0.16 -0.25
O 1.13 0.45 -1.32
O 1.56 -0.02 0.84
O 2.88 0.09 0.49
H -1.17 -1.10 0.46
H -0.66 0.66 1.14
H -1.33 0.31 -0.51
H 2.93 0.76 -0.29
```

Total charge: 0
DFT total energy: -304.22019 a.u.
Energy above the lowest of the compared OMol25 structures with the same formula, charge and spin: 319.0 kJ/mol
Kohn-Sham gap: 0.4116 Ha
LUMO energy: 0.771 eV
SMILES: CC(=O)OO

=====

# 2
# C4H9FN

2 unconnected molecules or ions with the total composition C4H9FN in a non-equilibrium geometry (ωB97M-V/def2-TZVPD, the OMol25 dataset).

```
15
C4H9FN ωB97M-V/def2-TZVPD
C -0.13 0.12 0.93
C 0.46 -0.48 2.05
C -0.79 0.97 -1.26
C 0.77 -0.78 -1.18
N -0.11 0.11 -0.34
F -1.61 1.63 1.46
H 0.88 -1.42 1.81
H 1.04 0.22 2.59
H -0.28 -0.85 2.85
H -0.09 1.59 -1.76
H -1.58 1.54 -0.76
H -1.15 0.33 -1.98
H 0.08 -1.25 -1.86
H 1.21 -1.57 -0.67
H 1.31 -0.17 -1.90
```

Total charge: +1
DFT total energy: -311.99088 a.u.
Energy above the lowest of the compared OMol25 structures with the same formula, charge and spin: 487.5 kJ/mol
Kohn-Sham gap (alpha / beta): 0.3558 / 0.3540 Ha
LUMO energy (alpha / beta): -6.892 / -6.901 eV

=====

# 3
# C2H4NP

A single C2H4NP molecule in a non-equilibrium geometry (ωB97M-V/def2-TZVPD, the OMol25 dataset).

```
8
C2H4NP ωB97M-V/def2-TZVPD
C 1.10 -0.52 1.26
C 0.02 -0.44 0.51
N -0.81 -0.43 -0.33
P -1.68 0.78 -1.10
H 2.14 -0.38 0.87
H 0.99 -0.80 2.28
H -1.22 0.20 -2.30
H -0.54 1.58 -1.19
```

Total charge: 0
DFT total energy: -474.63452 a.u.
Energy above the lowest of the compared OMol25 structures with the same formula, charge and spin: 102.8 kJ/mol
Kohn-Sham gap: 0.3470 Ha
LUMO energy: 0.903 eV
SMILES: C=C=NP

=====

Q: Look up the total charge of the second one.
A: +1